[1]
{"formula": "C3H8O", "method": "the ωB97M-V functional and the def2-TZVPD basis", "species": ["C", "C", "C", "O", "H", "H", "H", "H", "H", "H", "H", "H"], "coordinates": [[1.3419, 0.1925, 0.0394], [-0.0617, 0.7011, -0.2543], [-1.1511, -0.1376, 0.3734], [-1.2824, -1.3498, -0.4352], [1.4582, -0.0871, 1.0913], [2.0800, 0.9689, -0.1846], [1.5811, -0.6788, -0.5781], [-0.1621, 1.7421, 0.0675], [-0.2658, 0.5726, -1.3506], [-2.1138, 0.3780, 0.3318], [-0.9471, -0.4179, 1.4102], [-0.4772, -1.8841, -0.5106]], "forces_ev_per_a": [[0.208, 0.042, -0.033], [-0.246, -0.104, -0.563], [0.465, -1.236, -0.807], [-0.671, 0.202, 0.365], [0.004, 0.050, -0.070], [-0.017, -0.198, -0.005], [0.050, 0.051, 0.134], [-0.009, -0.028, -0.228], [0.227, 0.751, 0.820], [0.050, -0.304, -0.124], [0.055, 0.127, 0.058], [-0.115, 0.647, 0.454]], "de_lowest_ev": 0.375, "smiles": "CCCO"}

***

[2]
{"formula": "C3H8O", "method": "the ωB97M-V functional and the def2-TZVPD basis", "species": ["C", "C", "C", "O", "H", "H", "H", "H", "H", "H", "H", "H"], "coordinates": [[0.6223, 1.4364, -0.2989], [-0.4781, 0.3832, -0.0194], [0.0874, -1.1453, 0.1162], [-0.8616, -2.1924, 0.0347], [1.2840, 1.6414, 0.5594], [0.1932, 2.4093, -0.5834], [1.2596, 1.1143, -1.1277], [-1.0284, 0.7205, 0.8913], [-1.1871, 0.2861, -0.8216], [0.4047, -0.7625, 1.0588], [0.7979, -1.3251, -0.7021], [-1.0941, -2.5659, 0.8926]], "forces_ev_per_a": [[-0.064, -0.303, -0.149], [-0.370, -0.641, -0.677], [-0.917, 2.736, -0.529], [-0.097, 0.431, 0.312], [-0.305, -0.318, -0.155], [-0.036, -0.382, 0.101], [-0.023, 0.047, 0.040], [0.261, -0.693, -0.510], [-0.491, 0.699, -0.550], [1.634, -2.179, 1.434], [0.198, 0.270, 0.746], [0.211, 0.334, -0.063]], "de_lowest_ev": 1.254, "smiles": "CCCO"}

***

[3]
{"formula": "C3H8O", "method": "the ωB97M-V functional and the def2-TZVPD basis", "species": ["C", "C", "C", "O", "H", "H", "H", "H", "H", "H", "H", "H"], "coordinates": [[1.5329, 0.3784, 0.2776], [0.2052, 0.2238, -0.5013], [-1.0098, -0.4908, 0.3120], [-2.1034, -0.8957, -0.4966], [1.5042, 1.1349, 1.0788], [2.3501, 0.6797, -0.3953], [1.8282, -0.5696, 0.7375], [-0.0869, 1.2398, -0.8582], [0.2957, -0.4211, -1.3563], [-1.0084, 0.4444, 0.8206], [-0.6361, -1.4023, 0.8014], [-2.8717, -0.3215, -0.4202]], "forces_ev_per_a": [[-0.230, -0.262, -0.045], [-0.365, -0.814, -0.432], [2.340, 0.934, -1.536], [0.283, 0.419, 0.077], [-0.262, -0.242, -0.255], [-0.340, -0.098, 0.109], [0.001, 0.063, -0.031], [-0.221, -0.803, 0.209], [0.692, -0.033, -0.758], [-2.124, -0.037, 2.212], [-0.062, 0.748, 0.276], [0.289, 0.126, 0.174]], "de_lowest_ev": 1.203, "smiles": "CCCO"}